Below is C9H11IO in the gas phase in a non-equilibrium geometry, with properties calculated with wB97M-V/def2-TZVPD.

Calculated values
**Multiplicity**: 1
**ΔE to the lowest compared entry with this formula, charge and spin**: 0.0 kcal per mole
**SMILES string**: COC1=CC=C[C@H](C)C(I)=C1
**Total charge**: 0
**E_LUMO**: 0.442 eV
**E_tot**: -722.35754 hartree
**Highest occupied orbital energy**: -8.1 eV
**Molecular weight**: 262.09 g/mol
**Orbital gap**: 8.565 eV

Structure (XYZ):
```
22
C9H11IO (wB97M-V/def2-TZVPD)
C 0.803 -1.501 0.354
C 0.152 -1.849 -0.860
C 0.794 0.918 0.043
C 1.090 -0.248 0.766
C -0.750 -1.092 -1.510
C -1.356 -0.010 -0.653
C -0.325 1.058 -0.725
C -2.845 0.091 -1.164
C 2.353 1.026 2.446
O 2.135 -0.178 1.713
I -0.766 2.771 -1.849
H 1.324 -2.381 0.833
H 0.585 -2.725 -1.193
H 1.436 1.838 -0.073
H -1.202 -1.309 -2.430
H -1.428 -0.549 0.312
H -2.886 0.141 -2.250
H -3.363 0.971 -0.715
H -3.255 -0.824 -0.912
H 3.407 1.477 2.214
H 2.469 0.591 3.540
H 1.630 1.783 2.114
```

Taken from the Mulliken analysis, the atomic charges in e are: atom 1 (C): -0.7698, atom 2 (C): -0.2819, atom 3 (C): 0.3308, atom 4 (C): 0.2000, atom 5 (C): -0.7902, atom 6 (C): 0.5370, atom 7 (C): -0.4407, atom 8 (C): -1.7804, atom 9 (C): -0.7094, atom 10 (O): -0.3601, atom 11 (I): 0.0820, atom 12 (H): 0.3136, atom 13 (H): 0.4663, atom 14 (H): 0.3373, atom 15 (H): 0.4339, atom 16 (H): 0.3092, atom 17 (H): 0.3965, atom 18 (H): 0.3676, atom 19 (H): 0.5240, atom 20 (H): 0.2033, atom 21 (H): 0.2276, atom 22 (H): 0.4035

Below is a gas-phase ion, C9H11N2 (charge +1) in a non-equilibrium geometry, with properties calculated with wB97M-V/def2-TZVPD.

Calculated values
**Multiplicity**: 1
**ΔE to the lowest compared entry with this formula, charge and spin**: 63.8 kcal per mole
**SMILES string**: c1ccc2c(c1)=NCCC[NH+]=2
**Total charge**: +1
**E_LUMO (spin up / spin down)**: -5.931 / -5.932 eV
**E_tot**: -458.72864 hartree
**Highest occupied orbital energy (spin up / spin down)**: -13.1 / -13.1 eV
**Molecular weight**: 147.20 g/mol
**Orbital gap (spin up / spin down)**: 7.139 / 7.137 eV

Structure (XYZ):
```
22
C9H11N2 (wB97M-V/def2-TZVPD)
C 3.167 -0.670 -0.157
C 3.217 0.744 -0.140
C 2.059 -1.347 0.097
C 2.099 1.453 0.134
C 0.807 -0.672 0.112
C 0.787 0.882 0.235
C -1.686 -0.974 0.299
C -2.144 0.308 -0.430
C -1.503 1.670 -0.056
N -0.314 -1.484 0.278
N -0.172 1.733 0.255
H 4.060 -1.271 -0.233
H 4.110 1.365 -0.368
H 1.981 -2.389 0.131
H 2.221 2.572 0.249
H -1.969 -0.992 1.340
H -2.346 -1.683 -0.151
H -0.201 -2.449 0.301
H -3.158 0.346 -0.108
H -2.002 0.323 -1.498
H -1.762 2.390 -0.774
H -2.060 2.019 0.781
```

Taken from the Mulliken analysis, the atomic charges in e are: atom 1 (C): -0.2983, atom 2 (C): -0.5215, atom 3 (C): -0.9037, atom 4 (C): -0.2390, atom 5 (C): 0.9002, atom 6 (C): 0.5800, atom 7 (C): -0.7231, atom 8 (C): -0.6352, atom 9 (C): -0.6500, atom 10 (N): -0.1158, atom 11 (N): -0.4424, atom 12 (H): 0.4070, atom 13 (H): 0.3567, atom 14 (H): 0.3941, atom 15 (H): 0.3594, atom 16 (H): 0.3815, atom 17 (H): 0.4259, atom 18 (H): 0.2180, atom 19 (H): 0.3490, atom 20 (H): 0.3513, atom 21 (H): 0.4030, atom 22 (H): 0.4030